# 1
# C18H35N2ORh

A structure of composition C18H35N2ORh in a non-equilibrium geometry (ωB97M-V with the def2-TZVPD basis set, the OMol25 dataset).

Structure (ORCA input):
```
! RIJCOSX wB97M-V def2-TZVPD def2/J DEFGRID3
* xyz 2 5
Rh 0.3193 1.0427 -0.2048
O -0.6476 -1.2288 -0.9532
N -0.7572 -3.3735 -0.3341
N -2.7312 -2.0230 -0.6592
C 2.8242 2.8727 0.6318
C 1.5976 2.0901 0.9829
C 2.2372 1.2043 -2.3652
C -0.1915 3.9801 0.6548
C -1.4396 -2.2707 -0.6392
C 1.0832 2.0452 -1.8125
C -0.1861 -0.7744 2.6279
C 0.6989 -3.2773 -0.2143
C -3.1918 -0.6824 -1.0450
C 1.5845 0.7499 1.4862
C -2.0341 1.6843 1.8993
C 0.2431 0.4390 1.8511
C 2.7847 -0.1151 1.7261
C -3.7512 -3.0201 -0.3937
C 0.2525 2.6102 1.0565
C -1.3692 -4.6578 -0.0616
C 2.7106 1.8364 -3.6571
C -0.5757 1.5711 1.5824
H 0.0478 4.7208 1.4228
H -2.4906 2.4484 1.2760
H 3.1429 -0.0081 2.7551
H 1.1556 -2.9719 -1.1639
H -2.5511 0.7371 1.7422
H -2.7856 -0.3994 -2.0267
H 2.8729 2.9041 -3.5211
H -0.5426 -5.3401 0.1098
H -0.8522 -0.5719 -0.1768
H 3.6096 0.1559 1.0694
H 3.7110 2.2543 0.7561
H 0.4628 -1.6382 2.4524
H -3.7029 -3.8335 -1.1304
H 0.2224 1.9934 -2.5076
H -4.2811 -0.7181 -1.0866
H 2.7748 3.2229 -0.3929
H -2.1597 1.9695 2.9476
H 2.5576 -1.1724 1.5720
H 0.2973 4.2694 -0.2654
H -0.1462 -0.5520 3.7031
H 2.9285 3.7506 1.2778
H -1.2630 3.9660 0.5083
H 1.9468 1.7234 -4.4244
H -1.2164 -1.0683 2.4013
H 3.0268 1.1615 -1.6016
H 1.8846 0.1766 -2.5116
H 1.0453 -4.2746 0.0499
H 3.6160 1.3715 -4.0253
H -3.6444 -3.4238 0.6218
H 1.0162 -2.5801 0.5782
H -2.8875 0.0693 -0.2993
H -1.9913 -4.6472 0.8418
H -1.9452 -5.0092 -0.9242
H 1.3814 3.1097 -1.7060
H -4.7013 -2.4982 -0.4813
*
```

Output
Maximum force ... 7.3 eV/A
⟨S²⟩ ... 6.01
E ... -1001.36717 hartree
Kohn-Sham gap (alpha / beta) ... 7.706 / 7.010 eV

# 2
# C3HO2

A cluster of 2 separate species, C3HO2 in total in a non-equilibrium geometry (ωB97M-V with the def2-TZVPD basis set, the OMol25 dataset).

Structure (ORCA input):
```
! RIJCOSX wB97M-V def2-TZVPD def2/J DEFGRID3
* xyz -1 1
O -2.3706 -1.3532 0.7008
O 2.5245 -1.7136 0.2412
C 1.1685 0.1510 -0.6759
C -2.3803 -1.1658 -0.4661
C 1.6869 -0.8653 -0.1808
H 0.0809 0.4464 -0.9729
*
```

Output
Maximum force ... 5.9 eV/A
E ... -265.34400 hartree
Kohn-Sham gap ... 6.335 eV
Energy relative to the best compared isomer or geometry (same formula, charge and spin) ... 28.7 kcal per mole

# 3
# C4H6N2O2

The molecule C4H6N2O2 in a non-equilibrium geometry (ωB97M-V with the def2-TZVPD basis set, the OMol25 dataset).

Structure (ORCA input):
```
! RIJCOSX wB97M-V def2-TZVPD def2/J DEFGRID3
* xyz 0 1
O -2.4442 -1.4767 0.3277
O -2.2501 0.3593 -1.0141
N 0.5595 0.2872 -0.4578
N 2.1995 -1.3577 -0.4125
C -0.1846 1.1647 0.5182
C -0.3851 -0.2723 0.4867
C 1.8900 -0.0582 -0.2241
C -1.7273 -0.5780 -0.0378
H -1.0236 1.8262 0.0791
H 3.2431 -1.4274 -0.6348
H -0.0311 -0.9142 1.2592
H 2.7320 0.7915 0.0172
H 0.4897 1.7012 1.2628
H -3.0678 -0.0457 -1.1698
*
```

Output
Maximum force ... 4.3 eV/A
E ... -415.92676 hartree
Structure (SMILES) ... [H]/N=C/N1C[C@H]1C(=O)O
Kohn-Sham gap ... 10.350 eV
Energy relative to the best compared isomer or geometry (same formula, charge and spin) ... 71.4 kcal per mole

# 4
# C2H5Cl3SSi

A cluster of 2 separate species, C2H5Cl3SSi in total in a non-equilibrium geometry (ωB97M-V with the def2-TZVPD basis set, the OMol25 dataset).

Structure (ORCA input):
```
! RIJCOSX wB97M-V def2-TZVPD def2/J DEFGRID3
* xyz 0 1
Cl -2.7205 -2.7088 1.4705
Cl -0.9455 -2.8428 -1.2965
Cl 0.3988 -1.5935 1.4224
S 1.5673 1.4109 0.3130
Si -1.2848 -1.6415 0.3522
C -0.3031 1.7047 0.3045
C 1.7512 0.3349 -0.9095
H -0.4997 1.8128 1.4107
H -0.7737 2.5285 -0.2936
H 2.4788 -0.4292 -0.7289
H -0.8574 0.9235 -0.2037
H 1.1886 0.5006 -1.8411
*
```

Output
Maximum force ... 2.5 eV/A
E ... -2147.47175 hartree
Kohn-Sham gap (alpha / beta) ... 8.768 / 5.265 eV
Energy relative to the best compared isomer or geometry (same formula, charge and spin) ... 98.2 kcal per mole